Entry 1:
# C4H10O2

C4H10O2 in the gas phase (ωB97M-V/def2-TZVPD, the OMol25 dataset).

XYZ file:
```
16
Properties=species:S:1:pos:R:3:lowdin_charge:R:1
C -1.297 -1.025 -0.319 -0.03
C -0.170 -0.053 0.087 -0.57
C -0.733 1.377 -0.048 -0.04
O 0.028 -0.335 1.467 -0.05
C 1.271 -0.221 -0.553 -0.16
O 2.317 0.033 0.391 -0.08
H -0.988 -2.074 -0.345 0.08
H -2.052 -0.934 0.473 0.09
H -1.801 -0.780 -1.261 0.08
H -1.272 1.551 -0.988 0.08
H -1.449 1.519 0.769 0.09
H 0.047 2.141 0.042 0.08
H 0.722 0.287 1.730 0.09
H 1.405 -1.224 -0.977 0.12
H 1.453 0.524 -1.333 0.12
H 2.519 -0.785 0.867 0.10
```

E_LUMO: 0.85 eV
energy: -8404.7124 eV
E_HOMO: -10.110 eV
SMILES: CC(C)(O)CO
energy above the lowest of the compared OMol25 structures with the same formula, charge and spin: 19.2 kcal/mol

Entry 2:
# C4H10O2

2 unconnected molecules or ions with the total composition C4H10O2 at a distorted geometry (ωB97M-V/def2-TZVPD, the OMol25 dataset).

XYZ file:
```
16
Properties=species:S:1:pos:R:3:lowdin_charge:R:1
C -0.597 0.548 1.959 -0.04
C -0.134 -0.374 0.877 -0.41
O 0.891 -1.297 1.129 0.00
C -0.875 -0.651 -0.197 -0.23
O -0.583 -1.682 -1.014 0.03
H -1.169 -0.053 2.671 0.08
H -1.266 1.313 1.550 0.09
H 0.197 1.062 2.509 0.08
H 1.766 -0.892 1.046 0.12
H -1.699 -0.036 -0.543 0.14
H 0.132 -2.146 -0.543 0.11
C 0.673 0.842 -1.899 -0.05
H 0.556 0.652 -0.821 0.00
H 0.976 1.877 -1.996 0.02
H 1.429 0.170 -2.308 0.03
H -0.248 0.697 -2.484 0.04
```

E_LUMO: 0.68 eV
energy: -8403.6497 eV
E_HOMO: -8.196 eV
SMILES: C/C(O)=C/O.C
energy above the lowest of the compared OMol25 structures with the same formula, charge and spin: 43.8 kcal/mol

Entry 3:
# C4H10O2

2 unconnected molecules or ions with the total composition C4H10O2 at a distorted geometry (ωB97M-V/def2-TZVPD, the OMol25 dataset).

XYZ file:
```
16
Properties=species:S:1:pos:R:3:lowdin_charge:R:1
C -1.073 1.039 -1.776 -0.12
C 0.182 0.264 -1.425 -0.22
C 0.847 0.877 -0.177 -0.28
O 2.042 0.733 0.071 0.02
H -1.559 0.603 -2.654 0.08
H -0.843 2.089 -1.978 0.08
H -1.785 1.026 -0.944 0.08
H -0.074 -0.780 -1.228 0.10
H 0.885 0.284 -2.264 0.12
H 0.229 1.580 0.405 0.12
C -0.152 -1.218 1.897 -0.18
O 0.844 -1.900 2.621 -0.11
H -1.095 -1.768 1.932 0.09
H -0.287 -0.211 2.302 0.08
H 0.151 -1.160 0.808 0.06
H 1.689 -1.458 2.411 0.09
```

E_LUMO: 0.78 eV
energy: -8404.0208 eV
E_HOMO: -10.083 eV
SMILES: CCC=O.CO
energy above the lowest of the compared OMol25 structures with the same formula, charge and spin: 35.2 kcal/mol

Entry 4:
# C4H10O2

C4H10O2 in the gas phase (ωB97M-V/def2-TZVPD, the OMol25 dataset).

XYZ file:
```
16
Properties=species:S:1:pos:R:3:lowdin_charge:R:1
C 1.817 0.733 0.975 -0.10
C 1.059 -0.404 0.294 -0.20
C -0.468 -0.214 0.298 -0.39
O -0.796 1.159 0.380 -0.05
C -1.096 -0.731 -1.000 -0.21
O -2.463 -0.328 -1.062 -0.07
H 2.897 0.616 0.831 0.07
H 1.512 1.692 0.549 0.07
H 1.616 0.771 2.050 0.08
H 1.413 -0.495 -0.742 0.11
H 1.299 -1.359 0.780 0.11
H -0.891 -0.734 1.175 0.15
H -1.753 1.166 0.222 0.09
H -1.037 -1.823 -1.088 0.13
H -0.531 -0.284 -1.828 0.13
H -2.578 0.236 -1.834 0.09
```

E_LUMO: 0.79 eV
energy: -8404.7655 eV
E_HOMO: -10.065 eV
SMILES: CC[C@@H](O)CO
energy above the lowest of the compared OMol25 structures with the same formula, charge and spin: 18.0 kcal/mol

Entry 5:
# C4H10O2

C4H10O2 in the gas phase (ωB97M-V/def2-TZVPD, the OMol25 dataset).

XYZ file:
```
16
Properties=species:S:1:pos:R:3:lowdin_charge:R:1
C 1.854 0.743 -1.281 -0.12
O 0.543 0.319 -1.008 -0.20
C 0.494 -0.667 0.001 -0.26
C -0.953 -1.049 0.242 -0.15
C -1.814 0.162 0.627 -0.27
O -1.173 1.009 1.564 -0.07
H 2.503 -0.100 -1.563 0.09
H 1.808 1.444 -2.119 0.09
H 2.310 1.249 -0.415 0.09
H 0.920 -0.267 0.937 0.12
H 1.092 -1.546 -0.287 0.13
H -1.368 -1.508 -0.661 0.12
H -0.973 -1.803 1.037 0.12
H -2.094 0.722 -0.278 0.12
H -2.738 -0.173 1.105 0.12
H -0.480 1.467 1.069 0.08
```

E_LUMO: 0.96 eV
energy: -8404.3683 eV
E_HOMO: -10.133 eV
SMILES: COCCCO
energy above the lowest of the compared OMol25 structures with the same formula, charge and spin: 27.2 kcal/mol

Entry 6:
# C4H10O2

C4H10O2 in the gas phase at a distorted geometry (ωB97M-V/def2-TZVPD, the OMol25 dataset).

XYZ file:
```
16
Properties=species:S:1:pos:R:3:lowdin_charge:R:1
C 1.465 0.561 0.839 -0.06
C 0.226 0.021 0.125 -0.36
C -0.871 0.957 -0.364 -0.14
O -0.873 0.642 -1.857 -0.13
C -0.263 -1.332 0.654 -0.24
O -1.408 -1.781 -0.041 -0.07
H 1.754 1.538 0.437 0.07
H 1.377 0.664 1.929 0.08
H 2.300 -0.125 0.650 0.08
H 0.438 -0.119 -0.960 0.13
H -0.679 2.016 -0.162 0.12
H -1.880 0.668 -0.063 0.12
H -0.365 1.240 -2.433 0.09
H 0.571 -2.047 0.552 0.12
H -0.543 -1.334 1.717 0.13
H -1.265 -1.598 -0.981 0.08
```

E_LUMO: 0.86 eV
energy: -8403.7149 eV
E_HOMO: -10.094 eV
SMILES: CC(CO)CO
energy above the lowest of the compared OMol25 structures with the same formula, charge and spin: 42.3 kcal/mol

Entry 7:
# C4H10O2P2S3

C4H10O2P2S3 in the gas phase at a distorted geometry (ωB97M-V/def2-TZVPD, the OMol25 dataset).

XYZ file:
```
21
Properties=species:S:1:pos:R:3:lowdin_charge:R:1
C -0.248 -1.116 -1.033 -0.26
C 1.223 -0.967 -1.377 -0.30
C -2.859 -1.408 1.225 -0.24
C 1.794 2.818 -0.451 -0.25
O -0.249 -1.196 0.383 -0.46
O 1.715 0.265 -1.117 -0.36
P -1.322 -0.453 1.381 -0.11
P 1.365 1.151 0.239 0.42
S -0.436 -0.463 3.190 0.12
S 2.404 0.355 1.701 0.32
S -1.551 1.474 0.709 0.26
H -0.795 -0.226 -1.287 0.06
H -0.662 -2.060 -1.613 0.17
H 1.796 -1.736 -0.756 0.14
H 1.514 -1.196 -2.424 0.14
H -2.913 -1.443 0.117 0.04
H -2.616 -2.434 1.513 0.05
H -3.797 -0.997 1.607 0.06
H 2.739 3.023 -1.120 0.10
H 1.102 3.095 -1.279 0.05
H 1.796 3.512 0.391 0.04
```

E_LUMO: -2.33 eV
energy: -59488.5126 eV
E_HOMO: -7.967 eV
energy above the lowest of the compared OMol25 structures with the same formula, charge and spin: 49.4 kcal/mol

Entry 8:
# C4H10O2S

2 unconnected molecules or ions with the total composition C4H10O2S at a distorted geometry (ωB97M-V/def2-TZVPD, the OMol25 dataset).

XYZ file:
```
17
Properties=species:S:1:pos:R:3:lowdin_charge:R:1
O -1.341 -2.460 -0.934 0.05
C -1.776 -1.664 -0.143 -0.25
C -0.832 -0.811 0.669 -0.17
C 0.653 -0.964 0.313 -0.27
C 1.436 0.313 0.520 -0.55
S 3.103 -0.023 1.295 0.65
H -2.849 -1.450 -0.083 0.12
H -1.241 0.211 0.606 0.11
H -0.918 -0.922 1.758 0.12
H 0.809 -1.271 -0.717 0.11
H 0.996 -1.767 0.962 0.10
H 1.638 0.962 -0.328 0.06
H 0.941 0.997 1.218 0.06
H 3.628 1.212 1.049 -0.15
O -1.420 2.156 -2.205 -0.08
H -1.894 2.539 -1.445 0.04
H -0.934 2.941 -2.534 0.05
```

E_LUMO: 0.47 eV
energy: -19239.5080 eV
E_HOMO: -8.984 eV
SMILES: O=CCCCS.O
energy above the lowest of the compared OMol25 structures with the same formula, charge and spin: 34.2 kcal/mol

Entry 9:
# C4H10O2S2

3 unconnected molecules or ions with the total composition C4H10O2S2 at a distorted geometry (ωB97M-V/def2-TZVPD, the OMol25 dataset).

XYZ file:
```
18
Properties=species:S:1:pos:R:3:lowdin_charge:R:1
C 0.178 -0.894 1.320 -0.20
C -0.904 -0.580 2.345 -0.35
O -2.140 -0.827 2.071 -0.08
C 0.717 0.562 0.929 -0.62
S -0.416 1.826 1.436 0.68
S -0.522 -0.385 -2.869 0.25
C -1.162 0.951 -1.817 -0.70
H -0.192 -1.307 0.358 0.11
H 0.912 -1.568 1.713 0.09
H -0.609 -0.177 3.344 0.10
H 1.750 0.797 1.280 0.07
H 0.765 0.547 -0.201 0.03
H -0.422 1.699 -1.501 -0.02
H -1.920 1.446 -2.538 0.01
H -1.695 0.655 -0.831 0.02
H 1.051 -0.763 -1.919 -0.17
H 2.692 -1.183 -1.771 0.00
O 1.918 -0.800 -1.349 -0.23
```

total charge: -1
E_LUMO (spin up / spin down): 3.10 / 1.11 eV
energy: -30074.2035 eV
spin multiplicity: 2
<S²>: 0.75
E_HOMO (spin up / spin down): -3.208 / -3.161 eV
energy above the lowest of the compared OMol25 structures with the same formula, charge and spin: 40.4 kcal/mol

Entry 10:
# C4H10O2Yb

A molecular structure, C4H10O2Yb at a distorted geometry (ωB97M-V/def2-TZVPD, the OMol25 dataset).

XYZ file:
```
17
Properties=species:S:1:pos:R:3:lowdin_charge:R:1
O -1.247 -1.536 1.598 -0.35
C -1.291 -1.698 0.182 -0.13
C -0.928 -0.389 0.707 -0.36
O 0.380 -0.040 0.760 -0.17
C 0.699 1.016 1.651 -0.08
Yb 0.214 -2.976 3.190 0.38
H -2.289 -1.867 -0.228 0.12
H -0.426 -2.210 -0.362 0.14
H -1.672 0.410 0.792 0.17
H 0.080 0.781 -1.981 0.03
H 1.762 1.238 1.509 0.10
H 0.091 1.903 1.420 0.10
H 0.533 0.699 2.693 0.07
C 0.838 1.073 -2.794 -0.05
H 1.082 2.127 -2.611 0.01
H 1.763 0.487 -2.727 0.02
H 0.411 0.983 -3.800 0.01
```

E_LUMO: 0.47 eV
energy: -39930.0000 eV
E_HOMO: -4.973 eV

Entry 11:
# C4H10O3

2 unconnected molecules or ions with the total composition C4H10O3 at a distorted geometry (ωB97M-V/def2-TZVPD, the OMol25 dataset).

XYZ file:
```
17
Properties=species:S:1:pos:R:3:lowdin_charge:R:1
C -1.327 -1.300 0.718 -0.05
C -0.668 -0.514 -0.387 -0.43
O -0.639 0.869 -0.073 -0.04
C 0.735 -1.030 -0.827 -0.10
C 1.146 -0.204 -2.013 -0.27
O 1.023 -0.596 -3.147 0.05
H -1.115 -2.372 0.719 0.08
H -2.417 -1.303 0.606 0.08
H -1.157 -0.923 1.720 0.08
H -1.237 -0.504 -1.310 0.14
H -0.198 1.138 0.739 0.06
H 1.423 -0.952 0.008 0.12
H 0.533 -2.047 -1.144 0.12
H 1.704 0.730 -1.830 0.13
O 0.908 2.901 1.784 -0.04
H 0.532 2.293 2.426 0.04
H 0.754 3.816 2.011 0.04
```

E_LUMO: 0.45 eV
energy: -10451.7409 eV
E_HOMO: -9.574 eV
SMILES: C[C@@H](O)CC=O.O
energy above the lowest of the compared OMol25 structures with the same formula, charge and spin: 34.7 kcal/mol

Entry 12:
# C4H10O3

2 unconnected molecules or ions with the total composition C4H10O3 at a distorted geometry (ωB97M-V/def2-TZVPD, the OMol25 dataset).

XYZ file:
```
17
Properties=species:S:1:pos:R:3:lowdin_charge:R:1
C 1.413 0.701 -0.829 -0.13
C -0.031 0.564 -1.167 -0.27
C -0.873 0.284 0.088 -0.11
C -2.154 -0.424 -0.208 -0.52
O -3.222 0.057 -0.395 0.12
O -1.978 -1.812 -0.229 0.07
H 1.974 -0.155 -0.385 0.08
H 1.345 1.539 -0.125 0.08
H 1.976 1.002 -1.700 0.07
H -0.139 -0.206 -1.901 0.10
H -0.380 1.433 -1.789 0.13
H -0.314 -0.371 0.812 0.13
H -1.072 1.265 0.556 0.13
H -2.863 -2.166 -0.358 0.11
O 1.917 -0.881 2.347 -0.08
H 2.797 -0.428 2.166 0.07
H 1.606 -0.401 3.115 0.03
```

E_LUMO: 0.66 eV
energy: -10452.7444 eV
E_HOMO: -10.356 eV
SMILES: CCCC(=O)O.O
energy above the lowest of the compared OMol25 structures with the same formula, charge and spin: 11.5 kcal/mol

Entry 13:
# C4H10O3

2 unconnected molecules or ions with the total composition C4H10O3 at a distorted geometry (ωB97M-V/def2-TZVPD, the OMol25 dataset).

XYZ file:
```
17
Properties=species:S:1:pos:R:3:lowdin_charge:R:1
C 0.284 0.856 -2.517 -0.12
C -0.193 0.483 -1.124 -0.27
C 0.840 0.893 -0.045 -0.10
C 0.413 0.688 1.389 -0.51
O 1.069 0.966 2.353 0.11
O -0.828 0.133 1.475 0.09
H 1.238 0.409 -2.798 0.07
H -0.478 0.612 -3.251 0.07
H 0.476 1.931 -2.612 0.07
H -1.172 0.913 -0.930 0.11
H -0.324 -0.600 -1.061 0.11
H 0.886 1.984 -0.096 0.13
H 1.749 0.356 -0.280 0.13
H -1.217 0.118 2.336 0.11
O -1.179 -3.224 2.683 -0.06
H -0.661 -3.982 2.436 0.02
H -0.903 -2.537 2.041 0.03
```

E_LUMO: 0.54 eV
energy: -10452.9635 eV
E_HOMO: -10.564 eV
SMILES: CCCC(=O)O.O
energy above the lowest of the compared OMol25 structures with the same formula, charge and spin: 6.5 kcal/mol

Entry 14:
# C4H10O3

2 unconnected molecules or ions with the total composition C4H10O3 at a distorted geometry (ωB97M-V/def2-TZVPD, the OMol25 dataset).

XYZ file:
```
17
Properties=species:S:1:pos:R:3:lowdin_charge:R:1
O -0.165 -3.158 1.121 0.05
C 0.491 -2.141 1.302 -0.23
C 0.512 -0.870 0.418 -0.20
C 0.089 0.361 1.065 -0.23
C -1.185 1.042 0.497 -0.17
O -1.194 2.385 1.216 -0.11
H 0.762 -1.717 2.309 0.12
H -0.127 -1.154 -0.448 0.13
H 1.561 -0.827 0.112 0.12
H -0.007 0.164 2.100 0.10
H 0.906 1.133 0.938 0.13
H -1.198 0.981 -0.613 0.12
H -2.115 0.649 0.894 0.11
H -0.434 2.798 0.770 0.07
O 1.280 1.342 -4.517 -0.03
H 1.285 2.211 -4.179 0.01
H 0.555 0.863 -4.138 0.02
```

E_LUMO: 0.29 eV
energy: -10450.6790 eV
E_HOMO: -9.981 eV
SMILES: O=CCCCO.O
energy above the lowest of the compared OMol25 structures with the same formula, charge and spin: 59.1 kcal/mol